1.
Formula: C21H28N2O
Source: the OMol25 dataset
Level of theory: wB97M-V/def2-TZVPD

Output
Highest occupied orbital energy: -7.9 eV
ΔE to the lowest compared entry with this formula, charge and spin: 38.4 kcal/mol
Structure (SMILES): CCN1CCN(CCCOc2ccc(-c3ccccc3)cc2)CC1
Lowest unoccupied orbital energy: 0.9 eV

```
! wB97M-V def2-TZVPD RIJCOSX def2/J DEFGRID3
* xyz 0 1
C -8.84 -0.74 0.27
H -9.70 -1.03 0.87
H -9.01 0.26 -0.12
H -8.75 -1.43 -0.56
C -7.58 -0.74 1.13
N -6.46 -0.12 0.46
C -5.40 0.27 1.38
C -4.31 1.03 0.63
N -3.74 0.28 -0.48
C -4.81 -0.18 -1.34
C -5.89 -0.96 -0.59
H -6.68 -1.23 -1.29
H -5.47 -1.89 -0.17
H -4.39 -0.79 -2.14
H -5.27 0.71 -1.78
C -2.77 -0.73 -0.09
C -1.40 -0.10 0.18
C -0.89 0.62 -1.07
O 0.19 1.49 -0.79
C 1.44 0.98 -0.57
C 1.82 -0.35 -0.71
C 3.13 -0.73 -0.48
C 4.09 0.20 -0.10
C 3.70 1.53 0.04
C 2.41 1.92 -0.20
H 2.10 2.95 -0.10
H 4.44 2.27 0.32
C 5.48 -0.21 0.15
C 6.19 0.31 1.22
C 7.50 -0.07 1.46
C 8.12 -0.98 0.63
C 7.42 -1.52 -0.45
C 6.11 -1.14 -0.68
H 5.58 -1.54 -1.53
H 7.90 -2.23 -1.10
H 9.14 -1.28 0.81
H 8.04 0.35 2.30
H 5.71 1.02 1.89
H 3.40 -1.77 -0.58
H 1.10 -1.10 -1.00
H -0.63 -0.09 -1.86
H -1.68 1.28 -1.43
H -0.70 -0.88 0.49
H -1.47 0.63 0.99
H -3.08 -1.30 0.81
H -2.68 -1.44 -0.91
H -3.52 1.32 1.32
H -4.75 1.94 0.20
H -5.83 0.92 2.15
H -4.97 -0.61 1.89
H -7.78 -0.15 2.03
H -7.35 -1.78 1.45
*
```

In elementary charge units, the natural (NBO) charges are:
1 C -0.6126
2 H 0.2113
3 H 0.2140
4 H 0.2000
5 C -0.2079
6 N -0.4475
7 C -0.2387
8 C -0.2250
9 N -0.4581
10 C -0.2144
11 C -0.2468
12 H 0.2057
13 H 0.1581
14 H 0.1978
15 H 0.1998
16 C -0.2170
17 C -0.4339
18 C -0.0697
19 O -0.4904
20 C 0.2929
21 C -0.2636
22 C -0.1841
23 C -0.1091
24 C -0.1843
25 C -0.2410
26 H 0.2218
27 H 0.2147
28 C 0.0489
29 C -0.2361
30 C -0.1931
31 C -0.2243
32 C -0.2040
33 C -0.2313
34 H 0.2123
35 H 0.2116
36 H 0.2117
37 H 0.2103
38 H 0.2127
39 H 0.2109
40 H 0.2077
41 H 0.1653
42 H 0.2160
43 H 0.2095
44 H 0.2081
45 H 0.1778
46 H 0.1952
47 H 0.2009
48 H 0.2023
49 H 0.2047
50 H 0.1571
51 H 0.1938
52 H 0.1603

2.
Formula: C21H28N2O5S
Source: the OMol25 dataset
Level of theory: wB97M-V/def2-TZVPD

Output
Highest occupied orbital energy: -8.5 eV
ΔE to the lowest compared entry with this formula, charge and spin: 21.6 kcal/mol
Structure (SMILES): CCOC(=O)C1CCN(S(=O)(=O)c2ccc3c(c2)CCN3C(=O)C2CCC2)CC1
Lowest unoccupied orbital energy: 0.5 eV

```
! wB97M-V def2-TZVPD RIJCOSX def2/J DEFGRID3
* xyz 0 1
C 4.20 4.13 -5.41
C 4.21 3.17 -4.23
H 4.56 2.18 -4.52
H 4.84 3.57 -3.42
O 2.89 2.96 -3.71
C 2.41 3.87 -2.87
O 3.03 4.85 -2.52
C 0.99 3.56 -2.43
C 0.68 4.23 -1.09
C 1.46 3.54 0.03
N 1.12 2.13 0.05
S 1.63 1.30 1.42
O 2.95 0.77 1.24
O 1.40 2.15 2.55
C 0.46 -0.04 1.43
C -0.89 0.26 1.44
C -1.84 -0.74 1.46
C -1.40 -2.06 1.49
C -0.03 -2.36 1.48
C 0.91 -1.35 1.45
H 1.97 -1.54 1.44
C 0.17 -3.84 1.50
H 0.65 -4.18 0.58
H 0.80 -4.15 2.33
C -1.26 -4.39 1.63
N -2.15 -3.23 1.52
C -3.51 -3.30 1.50
O -4.21 -2.31 1.41
C -4.09 -4.70 1.56
H -3.66 -5.25 2.40
C -4.05 -5.49 0.23
H -3.46 -6.40 0.24
H -3.74 -4.88 -0.62
C -5.57 -5.69 0.31
H -6.13 -5.37 -0.56
H -5.85 -6.72 0.55
C -5.63 -4.76 1.53
H -6.05 -3.78 1.31
H -6.10 -5.16 2.42
H -1.41 -4.88 2.60
H -1.49 -5.11 0.84
H -2.90 -0.52 1.47
H -1.18 1.30 1.44
C 1.49 1.45 -1.17
C 0.71 2.06 -2.34
H -0.35 1.90 -2.17
H 1.00 1.56 -3.27
H 1.23 0.40 -1.04
H 2.57 1.53 -1.35
H 1.19 3.95 1.00
H 2.54 3.68 -0.13
H 0.97 5.28 -1.13
H -0.39 4.16 -0.89
H 0.34 3.99 -3.21
H 3.54 3.76 -6.19
H 5.20 4.22 -5.81
H 3.86 5.11 -5.09
*
```

In elementary charge units, the natural (NBO) charges are:
1 C -0.6344
2 C -0.0752
3 H 0.1895
4 H 0.2008
5 O -0.5170
6 C 0.8062
7 O -0.6067
8 C -0.3246
9 C -0.3986
10 C -0.2389
11 N -0.6792
12 S 2.3219
13 O -0.9491
14 O -0.9361
15 C -0.3531
16 C -0.1667
17 C -0.2296
18 C 0.1621
19 C 0.0286
20 C -0.1969
21 H 0.2440
22 C -0.4461
23 H 0.2224
24 H 0.2277
25 C -0.2028
26 N -0.4308
27 C 0.7029
28 O -0.6064
29 C -0.3218
30 H 0.2207
31 C -0.3920
32 H 0.2069
33 H 0.2099
34 C -0.3995
35 H 0.2076
36 H 0.2028
37 C -0.3939
38 H 0.2370
39 H 0.2069
40 H 0.1996
41 H 0.2094
42 H 0.2618
43 H 0.2373
44 C -0.2345
45 C -0.4012
46 H 0.2130
47 H 0.2316
48 H 0.2195
49 H 0.1925
50 H 0.2410
51 H 0.1902
52 H 0.2384
53 H 0.2112
54 H 0.2412
55 H 0.2092
56 H 0.2177
57 H 0.2239

3.
Formula: C21H28N3NdO2
Source: the OMol25 dataset
Level of theory: wB97M-V/def2-TZVPD

Output
Highest occupied orbital energy (spin up / spin down): -6.6 / -6.6 eV
ΔE to the lowest compared entry with this formula, charge and spin: 87.4 kcal/mol
Lowest unoccupied orbital energy (spin up / spin down): -0.6 / -0.6 eV

```
! wB97M-V def2-TZVPD RIJCOSX def2/J DEFGRID3
* xyz 0 4
O -0.43 2.26 -4.05
C 0.57 3.06 -4.74
C -0.08 4.38 -4.26
H 0.46 2.96 -5.83
H 1.56 2.84 -4.34
C -1.30 3.42 -3.92
H -0.22 5.17 -5.01
H 0.41 4.69 -3.33
C -2.29 3.25 -5.09
H -1.71 3.32 -6.03
H -3.13 3.95 -5.12
H -2.70 2.22 -5.12
C -1.99 3.45 -2.56
H -1.43 3.98 -1.78
H -2.29 2.48 -2.13
H -2.94 3.99 -2.67
Nd 0.86 -1.28 -2.13
C 1.27 0.69 0.57
C 2.35 -0.18 0.31
C 2.90 0.16 -0.97
H 2.76 -0.87 1.03
C 2.14 1.28 -1.46
C 1.13 1.59 -0.51
H 0.41 2.41 -0.55
H 0.65 0.69 1.46
H 3.81 -0.26 -1.42
H 2.46 1.97 -2.24
C -1.25 -1.06 0.53
C -1.91 0.00 -0.16
C -2.60 -0.59 -1.26
H -1.95 1.04 0.16
C -2.42 -1.99 -1.19
C -1.56 -2.29 -0.10
H -1.26 -3.28 0.25
H -0.65 -0.97 1.43
H -3.24 -0.06 -1.95
H -2.94 -2.74 -1.77
O 0.83 -2.15 -4.13
C 0.01 -2.09 -5.39
C 0.73 -2.97 -6.42
H -0.11 -1.04 -5.63
H -0.96 -2.46 -5.06
C 1.66 -3.87 -5.60
H 1.28 -2.35 -7.14
H 0.00 -3.57 -6.99
C 1.49 -3.47 -4.13
H 2.69 -3.80 -5.97
H 1.37 -4.91 -5.72
H 2.41 -3.44 -3.53
H 0.82 -4.19 -3.63
N 1.48 -2.87 -0.75
C 1.45 -3.16 0.42
N 1.36 -3.69 1.53
C 1.32 -3.62 2.83
N 1.28 -3.79 3.99
*
```

In elementary charge units, the Mulliken charges are:
1 O -0.2810
2 C -0.3536
3 C -0.8808
4 H 0.2611
5 H 0.2130
6 C 1.4411
7 H 0.2818
8 H 0.3393
9 C -1.4267
10 H 0.3266
11 H 0.4100
12 H 0.2465
13 C -1.3799
14 H 0.3374
15 H 0.0373
16 H 0.4662
17 Nd 1.0328
18 C -0.8790
19 C -0.6149
20 C -1.1175
21 H 0.7431
22 C -0.5573
23 C -0.3077
24 H 0.4468
25 H 0.6325
26 H 0.5601
27 H 0.5991
28 C -0.4714
29 C -0.5502
30 C -0.4323
31 H 0.4391
32 C -0.9381
33 C -0.6526
34 H 0.4828
35 H 0.5837
36 H 0.4451
37 H 0.5175
38 O -0.1360
39 C -0.4593
40 C -0.3957
41 H 0.2894
42 H 0.2849
43 C -0.6371
44 H 0.2567
45 H 0.3120
46 C -0.5538
47 H 0.2701
48 H 0.3115
49 H 0.4856
50 H 0.3621
51 N -0.5858
52 C 0.7879
53 N -0.5451
54 C 0.4994
55 N -0.5470

4.
Formula: C21H28N4O2
Source: the OMol25 dataset
Level of theory: wB97M-V/def2-TZVPD

Output
Highest occupied orbital energy: -7.5 eV
ΔE to the lowest compared entry with this formula, charge and spin: 2.4 kcal/mol
Structure (SMILES): CCN(CC)CCCNC(=O)c1cn(C)c(=O)c2c1c1ccccc1n2C
Lowest unoccupied orbital energy: 0.6 eV

```
! wB97M-V def2-TZVPD RIJCOSX def2/J DEFGRID3
* xyz 0 1
C 2.97 0.77 -3.17
H 1.93 0.52 -3.38
H 3.60 -0.03 -3.54
C 3.17 0.98 -1.67
N 2.66 -0.13 -0.88
C 3.45 -1.36 -0.99
H 3.57 -1.80 0.00
C 2.80 -2.41 -1.90
C 1.46 -2.89 -1.36
N 0.52 -1.79 -1.33
C -0.66 -1.88 -0.68
O -1.10 -2.93 -0.25
C -1.37 -0.57 -0.59
C -1.42 0.25 -1.68
N -2.05 1.46 -1.68
C -2.70 2.00 -0.57
O -3.22 3.11 -0.63
C -2.64 1.14 0.58
C -2.02 -0.11 0.59
C -2.18 -0.64 1.90
C -1.80 -1.83 2.53
C -2.13 -2.00 3.86
C -2.84 -1.02 4.57
C -3.23 0.15 3.97
C -2.90 0.34 2.63
N -3.17 1.40 1.82
C -3.90 2.58 2.21
H -3.96 3.25 1.35
H -3.39 3.08 3.03
H -4.91 2.31 2.53
H -3.79 0.90 4.52
H -3.08 -1.20 5.61
H -1.85 -2.91 4.36
H -1.28 -2.59 1.98
C -2.06 2.23 -2.90
H -1.04 2.47 -3.21
H -2.56 1.67 -3.70
H -2.61 3.15 -2.71
H -0.98 -0.03 -2.62
H 0.97 -0.88 -1.42
H 1.57 -3.31 -0.35
H 1.05 -3.69 -2.00
H 2.65 -2.00 -2.90
H 3.47 -3.26 -1.98
H 4.46 -1.13 -1.37
C 2.32 0.24 0.48
C 3.48 0.73 1.35
H 3.12 0.92 2.36
H 3.90 1.65 0.96
H 4.27 -0.02 1.40
H 1.85 -0.63 0.95
H 1.56 1.02 0.43
H 2.62 1.87 -1.37
H 4.24 1.17 -1.48
H 3.22 1.68 -3.70
*
```

In elementary charge units, the natural (NBO) charges are:
1 C -0.6130
2 H 0.2030
3 H 0.2038
4 C -0.2061
5 N -0.4897
6 C -0.2223
7 H 0.1985
8 C -0.4131
9 C -0.2159
10 N -0.6514
11 C 0.6738
12 O -0.6292
13 C -0.1991
14 C 0.0417
15 N -0.3866
16 C 0.6139
17 O -0.6618
18 C 0.0438
19 C 0.0134
20 C -0.0479
21 C -0.1786
22 C -0.2489
23 C -0.1927
24 C -0.2514
25 C 0.1455
26 N -0.3192
27 C -0.4233
28 H 0.2664
29 H 0.1973
30 H 0.1988
31 H 0.2159
32 H 0.2115
33 H 0.2118
34 H 0.2427
35 C -0.4218
36 H 0.1995
37 H 0.2043
38 H 0.2593
39 H 0.2143
40 H 0.4377
41 H 0.1923
42 H 0.2067
43 H 0.2036
44 H 0.2164
45 H 0.1890
46 C -0.2042
47 C -0.6341
48 H 0.2198
49 H 0.2045
50 H 0.2031
51 H 0.1992
52 H 0.1982
53 H 0.1974
54 H 0.1679
55 H 0.2154

Q: Among the records above, which one has the lowest ΔE to the lowest compared entry with this formula, charge and spin?
A: C21H28N4O2